Here is 9 unconnected molecules or ions with the total composition C22H61O8S7 in a non-equilibrium geometry from the Open Molecules 2025 dataset. Energies are from wB97M-V/def2-TZVPD.

Geometry as XYZ:
```
98
Properties=species:S:1:pos:R:3
C 1.09 -1.37 -1.15
C 0.78 -2.27 0.06
O 0.31 -3.55 -0.16
H 0.23 -1.25 -1.81
H 1.96 -1.66 -1.73
H 1.46 -0.38 -0.86
H 0.14 -1.64 0.69
H 1.74 -2.28 0.58
C -0.48 -4.16 6.89
S -2.22 -4.54 6.68
O -2.31 -5.79 5.79
C -2.47 -5.08 8.39
H -0.41 -3.39 7.66
H 0.01 -3.91 5.95
H 0.08 -5.01 7.31
H -2.29 -4.42 9.24
H -1.94 -5.97 8.71
H -3.55 -5.22 8.39
C -6.99 -3.32 0.74
S -7.71 -4.96 0.41
O -6.78 -5.96 1.15
C -9.27 -4.72 1.37
H -5.93 -3.24 0.49
H -7.00 -3.00 1.78
H -7.56 -2.60 0.17
H -9.77 -3.83 0.98
H -9.01 -4.48 2.40
H -9.88 -5.62 1.39
C 8.25 -2.80 3.18
S 8.55 -1.57 1.90
O 10.07 -1.55 1.62
C 7.72 -2.50 0.54
H 8.48 -3.79 2.78
H 7.25 -2.66 3.58
H 8.99 -2.58 3.95
H 6.64 -2.60 0.66
H 8.16 -3.50 0.53
H 7.84 -1.97 -0.41
C 3.45 5.28 5.31
S 4.53 4.08 4.44
O 5.78 4.02 5.33
C 3.61 2.56 4.80
H 2.51 5.12 4.78
H 3.90 6.27 5.24
H 3.39 5.14 6.39
H 3.33 2.55 5.86
H 4.28 1.72 4.60
H 2.74 2.30 4.20
C -3.00 4.07 3.45
S -2.97 3.28 5.14
O -1.70 3.82 5.73
C -4.26 4.39 5.88
H -2.80 5.13 3.56
H -3.88 3.73 2.90
H -2.09 3.65 3.01
H -5.19 4.34 5.32
H -3.94 5.42 5.75
H -4.28 4.18 6.95
C -3.22 -7.81 -6.60
S -3.67 -6.73 -5.20
O -3.36 -7.45 -3.91
C -2.39 -5.49 -5.51
H -3.87 -8.68 -6.51
H -2.21 -8.20 -6.62
H -3.36 -7.29 -7.55
H -1.43 -5.95 -5.27
H -2.48 -4.57 -4.93
H -2.32 -5.14 -6.54
C 7.56 -7.69 -5.79
S 7.61 -5.94 -6.26
O 7.52 -5.97 -7.78
C 5.90 -5.38 -5.63
H 7.68 -7.80 -4.71
H 8.31 -8.20 -6.39
H 6.58 -8.08 -6.07
H 5.16 -5.84 -6.28
H 5.80 -4.29 -5.66
H 5.73 -5.78 -4.64
C -2.61 11.95 -4.50
C -2.39 10.51 -5.04
C -2.21 9.50 -3.98
C -2.06 8.02 -4.50
C -1.80 6.99 -3.35
C -0.34 6.90 -2.98
H -3.25 12.04 -3.63
H -2.88 12.64 -5.30
H -1.61 12.24 -4.17
H -3.27 10.16 -5.58
H -1.61 10.59 -5.79
H -3.09 9.44 -3.33
H -1.29 9.69 -3.43
H -3.04 7.74 -4.89
H -1.38 7.88 -5.34
H -2.35 7.37 -2.49
H -2.26 6.02 -3.55
H -0.01 6.18 -2.23
H 0.23 6.61 -3.86
H 0.10 7.84 -2.66
```

Summary:
Net charge: -1
E_HOMO (eV): -2.23
M (g mol⁻¹): 678.19
F_max (Eh/bohr): 0.0556

Here are the Löwdin charges for atoms 1 to 6, given in e: number 1, C, carries -0.178; number 2, C, carries -0.612; number 3, O, carries -0.413; number 4, H, carries 0.044; number 5, H, carries 0.036; number 6, H, carries 0.031

=====

Here is 9 unconnected molecules or ions with the total composition C22H62O14 in a non-equilibrium geometry from the Open Molecules 2025 dataset. Energies are from wB97M-V/def2-TZVPD.

Geometry as XYZ:
```
98
Properties=species:S:1:pos:R:3
C 2.18 2.65 -0.10
C 1.38 3.61 0.74
C 0.56 4.51 -0.15
O 0.58 2.73 1.63
H 1.66 1.98 -0.73
H 2.78 2.11 0.61
H 2.93 3.17 -0.72
H 1.97 4.23 1.43
H 1.21 4.90 -0.96
H 0.05 5.29 0.37
H -0.22 3.95 -0.65
H -0.35 2.99 1.43
C -2.67 -5.04 0.77
C -1.40 -4.48 0.08
C -0.13 -5.35 -0.03
O -1.75 -4.10 -1.26
H -3.50 -4.35 0.63
H -2.52 -5.17 1.83
H -2.87 -6.04 0.38
H -1.19 -3.54 0.58
H -0.26 -6.08 -0.83
H -0.04 -5.94 0.89
H 0.78 -4.73 -0.13
H -1.61 -4.80 -1.87
C 1.42 -1.60 0.73
C 0.90 -0.63 -0.32
C 0.39 -1.24 -1.59
O -0.10 0.12 0.32
H 0.57 -2.31 0.94
H 1.63 -1.03 1.64
H 2.25 -2.21 0.37
H 1.70 0.08 -0.55
H -0.08 -0.46 -2.13
H -0.36 -2.08 -1.41
H 1.18 -1.62 -2.19
H 0.28 0.86 0.82
C -0.90 0.13 5.88
C -0.37 1.39 5.20
C 1.00 1.16 4.65
O -1.39 1.75 4.20
H -0.40 0.09 6.92
H -0.70 -0.75 5.25
H -1.96 0.22 6.09
H -0.44 2.18 5.94
H 1.45 1.99 4.16
H 0.93 0.34 3.95
H 1.65 0.89 5.51
H -0.79 2.17 3.52
O 3.07 1.14 -2.59
C 2.41 2.02 -3.43
C 1.24 1.29 -4.16
O 1.70 0.33 -5.05
H 3.73 0.67 -3.04
H 1.98 2.85 -2.88
H 3.14 2.45 -4.08
H 0.71 2.16 -4.60
H 0.63 0.84 -3.36
H 0.93 -0.23 -5.28
O -0.56 -0.78 -5.57
C -0.51 -2.20 -5.95
C -0.25 -3.16 -4.82
O 1.06 -3.09 -4.28
H -1.16 -0.59 -4.84
H -1.48 -2.39 -6.45
H 0.28 -2.22 -6.65
H -0.32 -4.11 -5.28
H -1.05 -3.02 -4.06
H 1.14 -2.28 -3.78
O -2.70 -0.43 -3.29
C -3.85 -0.44 -2.46
C -3.50 -0.41 -1.00
O -2.60 0.65 -0.64
H -2.11 0.14 -2.83
H -4.42 0.49 -2.72
H -4.39 -1.35 -2.77
H -3.18 -1.34 -0.54
H -4.41 -0.13 -0.49
H -1.65 0.37 -0.60
O -2.20 2.71 1.13
C -3.13 3.40 1.98
C -3.96 4.35 1.12
O -4.38 3.73 -0.05
H -2.52 1.83 0.86
H -3.76 2.64 2.41
H -2.49 3.89 2.78
H -3.23 5.17 0.85
H -4.89 4.74 1.64
H -3.57 3.44 -0.47
O 3.59 0.71 2.34
C 4.28 0.35 3.60
C 4.45 -1.12 3.83
O 4.79 -1.88 2.66
H 4.04 0.15 1.66
H 5.31 0.68 3.62
H 3.74 0.90 4.40
H 3.57 -1.62 4.20
H 5.29 -1.35 4.51
H 5.74 -1.88 2.57
```

Summary:
SMILES: CC(C)O.CC(C)O.CC(C)O.CC(C)O.OCCO.OCCO.OCCO.OCCO.OCCO
E_HOMO (eV): -9.57
M (g mol⁻¹): 550.72
F_max (Eh/bohr): 0.0544

Here are the Löwdin charges for atoms 1 to 6, given in e: number 1, C, carries -0.072; number 2, C, carries -0.414; number 3, C, carries -0.051; number 4, O, carries -0.102; number 5, H, carries 0.045; number 6, H, carries 0.066

=====

Here is 9 unconnected molecules or ions with the total composition C22H62O8 in a non-equilibrium geometry from the Open Molecules 2025 dataset. Energies are from wB97M-V/def2-TZVPD.

Geometry as XYZ:
```
92
Properties=species:S:1:pos:R:3
C -0.39 1.28 -3.50
C -1.74 1.44 -3.96
C -2.66 2.21 -2.98
C -4.04 2.43 -3.50
C -5.02 2.99 -2.55
C -6.48 3.21 -3.08
H -0.01 2.21 -3.24
H 0.12 0.82 -4.07
H -0.62 0.57 -2.68
H -2.30 0.55 -4.26
H -1.75 1.86 -4.92
H -2.33 3.14 -2.52
H -2.70 1.54 -2.03
H -4.40 1.45 -3.87
H -3.87 3.22 -4.34
H -4.85 3.94 -2.07
H -5.11 2.27 -1.70
H -7.27 3.70 -2.36
H -6.96 2.32 -3.17
H -6.59 3.54 -4.12
C 0.19 -1.51 6.54
C 1.03 -0.41 5.75
O 1.08 -0.93 4.42
H 0.28 -1.37 7.64
H 0.83 -2.44 6.69
H -0.61 -1.57 6.09
H 1.98 -0.43 6.06
H 0.50 0.50 5.88
H 1.34 -0.26 3.98
C -0.21 2.53 0.26
C -0.86 3.85 0.15
O 0.06 4.85 0.50
H -0.89 1.69 -0.28
H -0.06 2.36 1.30
H 0.69 2.45 -0.28
H -1.72 4.16 0.77
H -1.18 3.81 -0.84
H -0.11 5.22 1.45
C 0.83 -5.91 -2.16
C 0.54 -4.59 -2.73
O -0.92 -4.44 -2.71
H 0.57 -5.96 -1.11
H 2.01 -6.15 -2.01
H 0.24 -6.80 -2.54
H 0.88 -4.57 -3.94
H 0.98 -3.73 -2.23
H -1.18 -3.72 -3.24
C 5.43 1.34 -1.95
C 4.73 2.63 -2.46
O 3.41 2.45 -2.23
H 5.20 0.62 -2.49
H 5.15 1.11 -0.83
H 6.54 1.33 -1.80
H 5.10 3.05 -3.58
H 4.91 3.60 -1.79
H 2.83 3.25 -2.43
C 1.94 3.07 4.00
C 2.80 2.39 2.91
O 2.30 1.00 2.69
H 2.19 3.96 4.08
H 2.00 2.39 4.93
H 1.01 3.30 3.63
H 3.92 2.30 2.98
H 2.80 2.91 2.01
H 2.26 0.88 1.84
C -0.54 -5.22 2.15
C -0.10 -4.21 3.30
O -0.53 -3.01 2.93
H 0.02 -5.05 1.36
H -1.48 -5.08 1.75
H -0.39 -6.21 2.69
H 0.92 -4.17 3.31
H -0.37 -4.50 4.24
H -0.22 -2.08 3.39
C 2.29 -1.56 0.63
C 2.33 -0.60 -0.73
O 2.64 0.71 -0.16
H 3.34 -1.74 0.95
H 1.93 -2.45 0.19
H 1.61 -1.43 1.49
H 1.36 -0.45 -1.02
H 3.15 -0.85 -1.20
H 3.04 1.21 -0.92
C -2.81 -1.28 -1.07
C -1.93 -2.09 -0.12
O -2.40 -2.32 1.28
H -3.81 -1.76 -1.07
H -2.55 -1.17 -2.12
H -2.96 -0.27 -0.57
H -0.94 -1.72 0.10
H -1.79 -2.92 -0.57
H -1.71 -2.66 1.83
```

Summary:
SMILES: CCCCCC.CCO.CCO.CCO.CCO.CCO.CCO.CCO.CCO
E_HOMO (eV): -9.11
M (g mol⁻¹): 454.73
F_max (Eh/bohr): 0.2403

Here are the Löwdin charges for atoms 1 to 6, given in e: number 1, C, carries -0.084; number 2, C, carries -0.284; number 3, C, carries -0.229; number 4, C, carries -0.267; number 5, C, carries -0.280; number 6, C, carries -0.116

=====

| no. | DFT total energy (eV) |
| --- | --- |
| 1 | -116020.6573 |
| 2 | -52480.9990 |
| 3 | -40184.8429 |